{"formula": "C21H32N4OSSi2V", "method": "ωB97M-V/def2-TZVPD", "multiplicity": 2, "orbital_gap_ev": [6.05, 6.99], "homo_energy_ha": [-0.216, -0.248], "elements": ["V", "C", "Si", "C", "C", "C", "C", "C", "C", "C", "Si", "C", "C", "H", "H", "H", "H", "H", "H", "H", "H", "H", "H", "H", "H", "H", "H", "H", "H", "C", "C", "C", "C", "N", "C", "S", "N", "C", "H", "H", "H", "H", "H", "H", "H", "H", "N", "C", "N", "C", "C", "O", "C", "C", "H", "H", "H", "H", "H", "H", "H", "H"], "xyz": [[0.7896, -0.0727, 1.3781], [-0.7768, -3.3755, 0.4981], [-0.0779, -1.7761, -0.2552], [-1.4716, -1.1483, -1.4009], [1.3327, -2.2898, -1.4146], [1.1201, -3.2280, -2.4326], [2.1429, -3.6216, -3.2780], [3.4125, -3.0777, -3.1170], [3.6355, -2.1466, -2.1167], [2.6100, -1.7377, -1.2548], [2.9193, -0.4144, 0.0757], [4.4844, -0.9227, 1.0065], [3.4114, 1.1524, -0.8939], [-0.8140, -4.1652, -0.2580], [-1.7967, -3.2290, 0.8671], [-0.1525, -3.7314, 1.3195], [-1.8526, -1.9365, -2.0564], [-1.1129, -0.3390, -2.0424], [-2.3161, -0.7671, -0.8181], [0.1342, -3.6640, -2.5689], [1.9573, -4.3508, -4.0578], [4.2225, -3.3816, -3.7694], [4.6320, -1.7295, -2.0062], [5.3023, -1.1101, 0.3049], [4.3259, -1.8308, 1.5908], [4.8094, -0.1403, 1.6960], [4.2854, 0.9633, -1.5245], [3.6608, 1.9776, -0.2217], [2.6015, 1.4847, -1.5482], [-3.4610, -1.9653, 3.7968], [-2.2890, -1.0492, 3.6573], [-2.3818, 0.3071, 3.6446], [-1.1858, 1.0740, 3.4167], [-0.0182, 0.4765, 3.3063], [0.0979, -0.8828, 3.2987], [1.6236, -1.6190, 3.0083], [-1.0808, -1.6472, 3.5130], [-1.2362, 2.5605, 3.2938], [-4.3637, -1.4124, 4.0421], [-3.2738, -2.7036, 4.5784], [-3.6217, -2.5068, 2.8619], [-3.3410, 0.7875, 3.7618], [-1.0027, -2.6473, 3.4277], [-2.0497, 2.8759, 2.6358], [-0.2904, 2.9343, 2.9055], [-1.4156, 3.0262, 4.2669], [0.2057, 1.4781, 0.2131], [-0.0619, 2.2405, -0.6154], [-0.3548, 3.1107, -1.5491], [-0.5886, 2.6221, -2.9208], [-2.0833, 2.4717, -3.1375], [-2.7478, 3.6957, -2.8669], [-2.5812, 4.0934, -1.5204], [-1.1115, 4.3237, -1.2037], [-0.0578, 1.6813, -3.0555], [-0.1729, 3.3644, -3.6039], [-2.4761, 1.6776, -2.4886], [-2.2986, 2.2121, -4.1726], [-2.9871, 3.3240, -0.8495], [-3.1515, 5.0116, -1.3856], [-0.9510, 4.5544, -0.1518], [-0.7105, 5.1385, -1.8086]], "atomic_forces_ev_per_a": [[0.21, -0.63, 1.20], [-0.04, -0.02, -0.06], [0.18, 0.25, 0.02], [-0.06, -0.03, 0.03], [-0.12, -0.14, -0.04], [-0.03, 0.01, 0.02], [0.03, -0.01, -0.03], [0.00, -0.01, 0.00], [-0.01, 0.01, -0.01], [0.19, 0.07, -0.03], [-0.43, -0.05, -0.04], [0.02, 0.02, 0.00], [0.08, -0.05, -0.01], [-0.03, -0.01, 0.01], [0.00, 0.03, 0.04], [0.04, 0.00, -0.01], [0.01, -0.02, -0.01], [0.04, 0.02, 0.01], [-0.01, 0.01, -0.01], [-0.01, 0.00, 0.01], [0.00, 0.00, 0.00], [0.00, 0.00, -0.01], [0.00, 0.01, 0.01], [0.02, 0.00, 0.01], [-0.02, -0.02, -0.02], [-0.01, 0.02, 0.01], [0.01, 0.01, -0.01], [-0.01, 0.01, 0.02], [-0.02, -0.01, -0.01], [0.04, -0.02, 0.01], [-0.08, -0.13, -0.05], [0.14, 0.09, 0.03], [-0.21, -0.17, 0.00], [0.10, 0.12, -0.24], [0.26, -0.22, -0.47], [-0.34, 0.44, -0.14], [0.09, 0.12, 0.10], [0.04, 0.10, -0.04], [0.00, 0.02, -0.01], [-0.02, 0.01, 0.01], [0.01, 0.01, 0.00], [0.00, 0.02, 0.02], [-0.02, 0.00, -0.05], [0.00, -0.04, -0.02], [0.00, -0.01, 0.01], [-0.02, -0.06, 0.01], [0.11, 0.18, -0.36], [-0.21, 0.13, 0.16], [0.13, -0.03, -0.06], [0.03, 0.03, 0.05], [0.00, -0.03, -0.01], [0.00, 0.02, -0.02], [0.01, 0.05, 0.03], [-0.01, -0.08, -0.04], [-0.01, -0.02, 0.00], [-0.02, -0.01, -0.02], [0.02, 0.01, -0.01], [0.00, 0.02, 0.00], [0.00, -0.01, 0.02], [0.00, -0.01, -0.01], [-0.03, 0.00, 0.00], [-0.04, 0.01, 0.00]]}